(1)
DFT (wB97M-V/def2-TZVPD) results for a structure of composition C2H3NO2 at a distorted geometry.

Positions of all 8 atoms, in Å:
C: -0.977 0.086 0.164
C: 0.828 0.723 0.065
N: -0.343 -1.074 0.056
O: -2.097 0.584 0.113
O: 1.017 -0.700 0.220
H: 0.907 1.090 -1.072
H: 1.337 1.269 0.712
H: -0.673 -1.978 -0.257

Values from the calculation:
E = -283.09610 a.u.
Charge = 0
Max |F| = 8.41 eV/Å
Lowest unoccupied orbital energy = 0.028 hartree
HOMO level = -9.319 eV

---

(2)
DFT (wB97M-V/def2-TZVPD) results for the molecule C2H3NO2 at a distorted geometry.

Positions of all 8 atoms, in Å:
O: 1.744 1.325 0.745
C: 0.583 0.632 0.655
N: -0.603 0.839 0.135
C: -0.250 -0.578 0.334
O: 0.123 -1.345 -0.703
H: -0.814 1.130 -0.875
H: -0.704 -1.064 1.245
H: -0.078 -0.939 -1.536

Values from the calculation:
E = -283.13557 a.u.
Charge = 0
Max |F| = 8.99 eV/Å
Lowest unoccupied orbital energy = 0.010 hartree
HOMO level = -9.459 eV

---

(3)
DFT (wB97M-V/def2-TZVPD) results for a cluster of 2 separate species, C2H3NO2 in total at a distorted geometry.

Positions of all 8 atoms, in Å:
C: -0.205 1.080 0.020
C: -0.659 1.002 -1.265
O: -1.324 0.793 -2.229
H: -0.842 1.994 0.345
H: 0.390 0.340 0.144
N: 1.084 -1.700 0.714
O: 0.010 -1.167 0.839
H: 1.545 -2.344 1.432

Values from the calculation:
E = -283.02407 a.u.
Charge = 0
Max |F| = 11.14 eV/Å
Lowest unoccupied orbital energy (alpha / beta) = -0.030 / -0.032 hartree
HOMO level (alpha / beta) = -8.730 / -8.755 eV

---

(4)
DFT (wB97M-V/def2-TZVPD) results for a cluster of 2 separate species, C2H3NO2 in total at a distorted geometry.

Positions of all 8 atoms, in Å:
C: -2.495 0.102 0.195
C: 1.013 0.357 0.171
N: -2.860 -1.049 0.268
O: -2.000 1.120 0.050
O: 1.249 1.614 -0.024
H: 1.728 -0.099 -0.444
H: -3.561 -1.526 0.787
H: 0.612 2.308 0.352

Values from the calculation:
E = -283.12880 a.u.
Charge = 0
Max |F| = 3.14 eV/Å
Lowest unoccupied orbital energy = 0.028 hartree
HOMO level = -8.456 eV

---

(5)
DFT (wB97M-V/def2-TZVPD) results for the molecule C2H3NO2.

Positions of all 8 atoms, in Å:
O: -0.492 -0.924 -0.743
C: 0.711 -0.536 -0.529
N: 0.736 0.387 0.370
C: -1.067 0.251 0.353
O: -1.635 -0.114 1.326
H: 1.550 -0.961 -1.083
H: 1.563 0.869 0.696
H: -1.323 1.061 -0.338

Values from the calculation:
E = -283.19128 a.u.
Charge = 0
Max |F| = 0.73 eV/Å
Lowest unoccupied orbital energy = 0.031 hartree
HOMO level = -10.195 eV

---

(6)
DFT (wB97M-V/def2-TZVPD) results for the molecule C2H3NO2 at a distorted geometry.

Positions of all 8 atoms, in Å:
H: 0.213 -2.284 0.062
N: 0.385 -1.293 0.185
C: -0.190 -0.491 -0.539
O: 0.182 1.062 -0.384
C: 0.704 2.441 0.272
O: 1.088 3.253 -0.465
H: -0.909 -0.450 -1.341
H: 0.545 2.392 1.341

Values from the calculation:
E = -283.14578 a.u.
Charge = 0
Max |F| = 4.61 eV/Å
Lowest unoccupied orbital energy = 0.034 hartree
HOMO level = -10.309 eV

---

(7)
DFT (wB97M-V/def2-TZVPD) results for the molecule C2H3NO2S at a distorted geometry.

Positions of all 9 atoms, in Å:
O: -2.284 0.857 -0.003
C: -1.966 -0.314 -0.005
S: -0.304 -0.948 -0.036
C: 0.600 0.617 0.024
N: 1.856 0.779 -0.055
O: 2.678 -0.280 -0.020
H: -2.691 -1.144 -0.069
H: -0.003 1.493 -0.082
H: 2.114 -1.060 0.247

Values from the calculation:
E = -681.34891 a.u.
Charge = 0
Max |F| = 1.94 eV/Å
Lowest unoccupied orbital energy = 0.006 hartree
HOMO level = -9.827 eV

---

(8)
DFT (wB97M-V/def2-TZVPD) results for the molecule C2H3NO2S at a distorted geometry.

Positions of all 9 atoms, in Å:
C: -0.194 -1.495 0.578
C: 0.926 0.724 -0.474
N: -0.261 1.086 -0.121
O: -0.493 1.952 0.687
O: -1.458 0.326 -0.646
S: -1.563 -1.226 -0.152
H: 0.062 -2.255 1.219
H: 1.800 1.000 0.088
H: 1.181 -0.113 -1.178

Values from the calculation:
E = -681.16540 a.u.
Charge = 0
Max |F| = 3.03 eV/Å
Lowest unoccupied orbital energy = -0.014 hartree
HOMO level = -8.657 eV

---

(9)
DFT (wB97M-V/def2-TZVPD) results for a structure of composition C2H3NO2S at a distorted geometry.

Positions of all 9 atoms, in Å:
C: -0.203 0.880 -0.108
C: -1.240 -0.207 0.108
H: 1.089 -1.948 0.122
H: 1.917 0.968 0.088
H: -0.503 -1.120 0.364
N: 1.144 0.287 0.418
O: 1.038 -0.905 -0.583
O: -0.444 2.115 -0.304
S: -2.799 -0.070 -0.105

Values from the calculation:
E = -681.23529 a.u.
Charge = 0
Max |F| = 5.90 eV/Å
Lowest unoccupied orbital energy = -0.052 hartree
HOMO level = -9.108 eV

---

(10)
DFT (wB97M-V/def2-TZVPD) results for a cluster of 2 separate species, C2H3NO2S in total at a distorted geometry.

Positions of all 9 atoms, in Å:
C: -1.032 -0.141 0.182
C: -1.769 -0.030 -0.843
N: -0.124 -0.069 0.987
O: 1.983 -0.042 -1.024
O: 2.934 0.877 1.086
S: 2.351 -0.231 0.327
H: -2.025 -1.071 -1.294
H: -2.060 0.863 -1.366
H: -0.257 -0.157 1.946

Values from the calculation:
E = -681.35997 a.u.
Charge = 0
Max |F| = 4.50 eV/Å
Lowest unoccupied orbital energy = -0.005 hartree
HOMO level = -9.681 eV

---

(11)
DFT (wB97M-V/def2-TZVPD) results for the molecule C2H3NO3 at a distorted geometry.

Positions of all 9 atoms, in Å:
C: 0.465 0.447 -0.062
C: -0.750 -0.159 -0.196
O: -1.938 0.554 0.227
N: -3.227 -0.036 0.048
O: -3.297 -1.213 0.141
O: -4.001 0.752 -0.192
H: 1.343 0.005 -0.272
H: 0.646 1.315 0.536
H: -0.851 -1.030 -0.789

Values from the calculation:
E = -358.29125 a.u.
Charge = 0
Max |F| = 5.54 eV/Å
Lowest unoccupied orbital energy = 0.018 hartree
HOMO level = -10.050 eV

---

(12)
DFT (wB97M-V/def2-TZVPD) results for the molecule C2H3NO3 at a distorted geometry.

Positions of all 9 atoms, in Å:
O: -2.292 -0.040 -0.162
C: -1.153 -0.025 0.014
N: -0.193 1.173 0.276
O: 0.935 0.586 -0.382
C: 0.933 -0.679 0.060
O: -0.444 -1.118 -0.016
H: -0.479 2.090 -0.238
H: 1.424 -1.306 -0.631
H: 1.268 -0.681 1.080

Values from the calculation:
E = -358.40934 a.u.
Charge = 0
Max |F| = 3.95 eV/Å
Lowest unoccupied orbital energy = 0.027 hartree
HOMO level = -9.949 eV

---

(13)
DFT (wB97M-V/def2-TZVPD) results for the molecule C2H3NO3 at a distorted geometry.

Positions of all 9 atoms, in Å:
N: -1.603 -0.727 0.187
C: -0.625 0.344 0.305
O: -0.890 1.541 0.667
C: 0.753 -0.052 -0.096
O: 1.879 0.153 0.451
O: 0.637 -0.958 -1.189
H: -2.564 -0.288 0.245
H: -1.571 -1.175 -0.891
H: 1.581 -1.080 -1.347

Values from the calculation:
E = -358.46520 a.u.
Charge = 0
Max |F| = 5.74 eV/Å
Lowest unoccupied orbital energy = -0.021 hartree
HOMO level = -10.831 eV

---

(14)
DFT (wB97M-V/def2-TZVPD) results for a cluster of 2 separate species, C2H3NO3 in total at a distorted geometry.

Positions of all 9 atoms, in Å:
C: 0.999 1.710 -1.364
C: 0.315 1.272 -0.376
O: -0.045 0.629 0.539
H: 1.192 2.729 -1.592
H: 1.225 0.953 -2.100
O: -1.864 -2.787 0.633
N: -1.309 -1.723 0.671
O: -0.495 -1.782 1.784
H: -0.019 -1.002 1.805

Values from the calculation:
E = -358.34134 a.u.
Charge = 0
Max |F| = 3.55 eV/Å
Lowest unoccupied orbital energy = 0.013 hartree
HOMO level = -9.908 eV

---

(15)
DFT (wB97M-V/def2-TZVPD) results for the molecule C2H3NO3 at a distorted geometry.

Positions of all 9 atoms, in Å:
O: -2.715 -0.622 -0.073
C: -1.760 0.135 -0.102
N: -0.462 -0.169 0.304
O: 0.583 0.734 -0.052
C: 1.723 0.095 -0.029
O: 1.875 -1.090 -0.159
H: -1.815 1.160 -0.486
H: 0.010 -1.072 0.420
H: 2.560 0.830 0.178

Values from the calculation:
E = -358.42147 a.u.
Charge = 0
Max |F| = 2.72 eV/Å
Lowest unoccupied orbital energy = 0.027 hartree
HOMO level = -10.405 eV

---

(16)
DFT (wB97M-V/def2-TZVPD) results for a cluster of 2 separate species, C2H3NO4 in total at a distorted geometry.

Positions of all 10 atoms, in Å:
C: -0.138 0.385 -0.019
C: -1.281 -0.589 0.784
O: 0.334 -0.857 0.298
O: -0.252 0.713 -1.340
N: 2.125 0.289 0.313
O: 2.554 0.423 -0.735
O: -1.572 -0.439 1.940
H: 0.015 -0.045 -1.881
H: 0.072 1.240 0.622
H: -1.858 -1.119 0.017

Values from the calculation:
E = -433.52827 a.u.
Charge = 0
Max |F| = 1.66 eV/Å
Lowest unoccupied orbital energy (alpha / beta) = -0.063 / 0.010 hartree
HOMO level (alpha / beta) = -8.530 / -9.192 eV

---

(17)
DFT (wB97M-V/def2-TZVPD) results for a cluster of 3 separate species, C2H3NO4 in total at a distorted geometry.

Positions of all 10 atoms, in Å:
C: 3.091 0.839 0.058
C: 1.766 -1.179 0.390
N: 2.521 1.104 -0.977
O: 3.696 0.671 1.053
O: 0.838 -0.640 0.710
O: -2.574 -0.752 0.100
O: 2.512 -1.964 0.084
H: -2.875 0.090 -0.126
H: 2.959 1.579 -1.735
H: -1.577 -0.734 0.157

Values from the calculation:
E = -433.52680 a.u.
Spin multiplicity = 3
Charge = 0
Max |F| = 5.99 eV/Å
Lowest unoccupied orbital energy (alpha / beta) = 0.016 / -0.170 hartree
HOMO level (alpha / beta) = -5.929 / -11.278 eV

---

(18)
DFT (wB97M-V/def2-TZVPD) results for the molecule C2H3NOS at a distorted geometry.

Positions of all 8 atoms, in Å:
C: -2.704 -0.262 -0.008
N: -1.700 0.482 -0.104
O: -0.516 -0.324 0.088
C: 0.611 0.387 0.105
S: 2.155 -0.124 -0.051
H: -3.650 0.337 -0.153
H: -2.684 -1.336 0.117
H: 0.447 1.442 0.296

Values from the calculation:
E = -606.09399 a.u.
Charge = 0
Max |F| = 2.13 eV/Å
Lowest unoccupied orbital energy = 0.009 hartree
HOMO level = -8.906 eV

---

(19)
DFT (wB97M-V/def2-TZVPD) results for the molecule C2H3NOS2 at a distorted geometry.

Positions of all 9 atoms, in Å:
O: 1.810 -1.276 -0.030
C: 1.439 -0.135 -0.087
N: 0.087 0.213 0.000
S: -0.264 1.897 -0.022
C: -0.858 -0.776 0.036
S: -2.446 -0.530 -0.065
H: 2.180 0.672 -0.156
H: -1.575 1.658 0.099
H: -0.374 -1.723 0.225

Values from the calculation:
E = -1004.34697 a.u.
Charge = 0
Max |F| = 1.06 eV/Å
Lowest unoccupied orbital energy = -0.017 hartree
HOMO level = -9.241 eV

---

(20)
DFT (wB97M-V/def2-TZVPD) results for the molecule C2H3NOS2 at a distorted geometry.

Positions of all 9 atoms, in Å:
C: -0.810 0.008 -0.247
C: -0.366 -0.179 1.080
N: -0.119 0.010 -1.424
O: 1.112 -0.411 -1.510
S: 1.140 -0.168 1.900
S: 2.702 0.424 0.891
H: -1.808 0.279 -0.314
H: -1.217 -0.357 1.789
H: -0.634 0.395 -2.165

Values from the calculation:
E = -1004.25169 a.u.
Charge = 0
Max |F| = 4.52 eV/Å
Lowest unoccupied orbital energy (alpha / beta) = -0.036 / -0.056 hartree
HOMO level (alpha / beta) = -8.314 / -8.587 eV